ORCA calculation (ωB97M-V with the def2-TZVPD basis set) on C28H56Cu2O22S4 as an isolated structure at a distorted geometry.

Structure (XYZ):
```
112
Properties=species:S:1:pos:R:3:forces:R:3
Cu -11.520 5.206 11.801 -1.21 0.51 -0.74
Cu -9.006 7.833 7.899 1.00 0.65 -0.31
S -10.302 6.403 9.678 2.30 1.83 1.44
O -11.694 6.549 10.106 -2.16 -0.06 0.22
O -9.520 7.636 9.872 -0.40 1.46 1.26
O -9.818 5.411 10.615 1.43 -2.33 1.26
O -10.026 6.096 8.302 -1.54 -1.80 -2.52
S -10.662 4.382 14.288 0.22 1.38 -1.60
O -10.117 5.496 13.518 1.08 0.23 0.55
O -11.790 3.914 13.494 -1.10 -0.64 -0.86
O -9.660 3.349 14.517 0.80 -1.00 0.51
O -11.040 4.736 15.646 -0.16 0.12 1.30
C -11.379 1.146 10.031 -0.43 0.46 -0.91
C -12.149 1.914 8.942 -0.11 -1.09 -1.61
C -11.932 3.412 9.187 0.10 -2.73 0.64
O -11.591 3.352 10.600 0.05 2.13 0.21
C -11.664 2.048 11.177 0.54 0.69 0.48
H -10.331 1.213 9.737 0.25 -0.10 0.45
H -11.607 0.109 10.276 -0.34 0.03 -0.54
H -13.200 1.623 8.944 -0.15 0.24 0.18
H -11.799 1.729 7.927 0.04 -0.49 -0.03
H -12.870 3.875 8.880 0.11 0.81 0.81
H -11.092 3.780 8.598 -0.01 0.27 0.36
H -12.632 2.035 11.679 -0.12 -0.90 -0.11
H -10.876 1.931 11.921 -0.16 0.44 0.24
C -8.403 8.973 13.879 -0.02 -0.40 -0.40
C -7.237 9.387 14.749 1.01 0.32 -0.74
C -6.053 9.300 13.710 -1.96 -1.36 1.50
O -6.382 8.052 12.995 0.65 1.51 -0.18
C -7.798 7.792 13.067 -0.12 0.47 0.92
H -8.692 9.777 13.203 0.05 0.12 -0.14
H -9.298 8.709 14.442 0.11 -0.25 0.02
H -7.139 8.673 15.566 0.32 0.02 0.00
H -7.268 10.401 15.148 -0.31 -0.02 0.10
H -5.095 9.237 14.227 0.08 -0.39 -0.38
H -6.091 10.226 13.138 0.08 -0.25 -0.70
H -7.916 6.846 13.597 -0.11 -0.01 0.10
H -8.272 7.672 12.093 0.27 0.17 -0.26
C -5.462 10.377 7.836 0.66 0.99 -0.42
C -5.443 9.788 9.257 1.57 -0.06 -0.99
C -6.884 9.556 9.520 -0.76 -0.34 1.32
O -7.526 9.496 8.246 -1.53 -1.54 0.66
C -6.966 10.456 7.441 2.37 0.67 -0.93
H -4.881 9.756 7.154 -0.42 -0.43 -0.08
H -4.896 11.306 7.757 -0.46 0.42 0.17
H -4.907 10.390 9.991 -0.43 0.30 0.00
H -4.830 8.891 9.174 -0.43 -0.35 0.34
H -7.316 10.371 10.100 -0.09 0.35 -0.07
H -7.076 8.669 10.124 -0.24 -0.23 -0.50
H -7.393 11.448 7.585 -0.11 0.12 0.22
H -7.041 10.187 6.388 -0.46 -0.08 0.05
C -15.835 5.086 12.188 -1.74 -0.67 2.32
C -15.821 6.232 11.229 -2.97 -0.07 -0.98
C -14.517 6.091 10.588 1.00 1.43 -0.63
O -13.792 5.224 11.425 2.88 -0.24 -0.16
C -14.664 4.223 11.834 -1.27 -0.17 0.16
H -16.745 4.499 12.310 -0.33 0.14 -0.58
H -15.702 5.459 13.203 0.40 0.07 0.15
H -16.052 7.235 11.587 0.38 -0.19 0.67
H -16.590 6.104 10.467 -0.19 -0.16 -0.09
H -14.111 7.103 10.588 0.95 -0.46 -0.25
H -14.591 5.710 9.569 0.23 -0.13 -0.09
H -14.372 3.616 12.691 0.78 0.37 -0.08
H -14.888 3.540 11.014 -0.04 -0.14 -0.33
C -5.306 5.831 8.959 -0.65 -0.53 1.72
C -5.090 5.720 7.474 -0.71 0.65 -0.52
C -6.358 6.444 6.872 1.22 -0.74 1.60
O -7.280 6.483 8.010 -0.51 0.60 -2.01
C -6.850 5.738 9.132 1.78 0.21 -0.21
H -4.975 6.748 9.446 0.04 0.32 -0.48
H -4.806 5.055 9.539 0.01 -0.18 -0.26
H -5.056 4.662 7.216 0.09 0.11 -0.26
H -4.190 6.252 7.166 0.09 -0.33 -0.17
H -6.757 5.976 5.973 -0.39 -0.37 0.36
H -6.061 7.448 6.570 -0.34 0.34 0.36
H -7.191 4.703 9.140 -0.20 0.01 -0.33
H -7.213 6.242 10.028 -0.03 -0.03 -0.05
C -12.388 8.355 15.057 0.90 -1.81 -0.77
C -12.045 9.194 13.851 -0.11 0.30 -0.46
C -11.770 8.144 12.757 -0.93 0.45 -0.51
O -12.341 6.857 13.129 0.91 1.11 0.98
C -13.031 7.082 14.373 -0.41 1.17 0.32
H -12.870 8.737 15.957 -0.45 0.21 -0.52
H -11.387 8.064 15.374 0.01 -0.54 0.52
H -11.149 9.800 13.985 -0.12 0.08 0.16
H -12.832 9.854 13.483 -0.18 0.01 0.30
H -10.713 8.070 12.498 -0.10 -0.37 -0.04
H -12.372 8.475 11.911 0.55 -0.15 -0.51
H -13.054 6.217 15.037 0.21 -0.17 -0.37
H -14.035 7.335 14.033 -0.47 -0.06 0.54
C -12.970 7.623 7.020 0.19 -0.71 0.40
C -13.291 8.657 8.125 1.71 -0.22 -1.08
O -14.693 8.974 8.059 -0.57 -0.97 -0.85
S -15.466 7.943 7.028 1.11 -1.09 -1.02
O -15.682 8.534 5.727 0.21 -0.06 1.77
O -16.538 7.215 7.655 1.26 1.06 -0.16
O -14.162 6.930 6.893 -3.66 -0.17 -0.25
H -12.336 6.783 7.306 0.82 0.73 0.44
H -12.641 7.983 6.045 -0.06 0.56 0.09
H -12.670 9.507 7.838 -0.45 0.52 0.62
H -12.981 8.227 9.077 -0.46 0.29 0.13
C -8.082 2.454 11.683 0.78 0.68 -0.48
C -7.081 3.541 12.151 -0.70 0.09 0.02
O -6.051 3.593 11.144 0.17 -1.54 0.01
S -5.834 2.112 10.501 0.67 -1.51 0.52
O -4.851 1.275 11.206 -2.03 2.15 -1.18
O -5.699 2.279 9.078 -0.19 0.01 1.30
O -7.321 1.526 10.869 1.22 0.53 0.04
H -8.793 2.914 10.997 -0.38 -0.04 0.33
H -8.522 1.932 12.532 -0.04 -0.02 -0.26
H -6.692 3.358 13.153 0.32 -0.17 -0.20
H -7.564 4.518 12.137 0.01 -0.04 0.01
```
Positions in Å, forces in eV/Å.

Calculated values
* expectation value of S²: 2.01
* Kohn-Sham gap (alpha / beta): 8.162 / 4.521 eV
* multiplicity: 3



ORCA calculation (ωB97M-V with the def2-TZVPD basis set) on C48H58BF5GeN3O3PSi3Y as an isolated structure at a distorted geometry.

Structure (XYZ):
```
124
Properties=species:S:1:pos:R:3:forces:R:3
Y 0.201 0.630 0.293 1.32 -0.93 0.47
C -0.665 -5.369 -4.728 0.02 -0.02 -0.04
C -1.408 -5.339 -3.558 0.00 -0.14 0.03
C -1.373 -4.221 -2.747 -0.05 0.16 -0.01
C -0.590 -3.116 -3.084 -0.10 0.17 -0.02
C 0.135 -3.145 -4.268 -0.11 -0.02 0.00
C 0.099 -4.268 -5.077 0.04 -0.09 -0.11
P -0.602 -1.751 -1.855 0.38 -0.87 -0.41
C 0.292 -0.409 -2.751 -1.07 -0.24 -0.59
C -0.270 0.008 -3.905 0.18 -0.45 0.81
C 0.246 1.133 -4.644 0.47 0.60 -0.11
C 1.195 1.904 -4.113 -0.16 -0.35 0.07
C 3.209 1.171 -2.719 -0.04 0.35 0.17
C 2.717 -0.173 -2.117 0.55 -0.39 0.37
C 0.592 -2.399 -0.610 -0.07 0.03 0.09
C 1.007 -3.730 -0.561 -0.10 0.06 -0.16
C 1.741 -4.181 0.521 -0.01 -0.16 0.04
C 2.036 -3.326 1.567 0.02 0.23 0.19
C 1.615 -2.002 1.525 0.09 -0.27 -0.05
C 0.893 -1.518 0.438 0.16 -0.87 -0.15
H -0.685 -6.243 -5.365 0.00 -0.03 -0.02
H -2.006 -6.192 -3.274 -0.08 -0.06 0.01
H -1.953 -4.192 -1.835 -0.08 -0.03 0.07
H 0.738 -2.301 -4.565 0.00 0.02 0.01
H 0.695 -4.288 -5.979 0.02 0.02 -0.10
H -1.124 -0.527 -4.292 -0.09 -0.06 -0.01
H -0.149 1.330 -5.629 0.01 0.05 -0.11
H 1.647 2.737 -4.627 -0.05 0.09 -0.17
H 3.881 1.784 -2.121 -0.04 -0.10 0.03
H 3.074 -0.459 -1.122 -0.16 0.13 -0.18
H 0.756 -4.418 -1.359 0.03 -0.02 -0.02
H 2.069 -5.210 0.554 0.03 -0.08 -0.01
H 2.586 -3.680 2.426 0.10 -0.09 0.07
H 1.861 -1.360 2.363 0.02 0.07 -0.02
C -6.740 -2.271 2.413 0.12 0.24 0.10
C -5.986 -1.655 3.589 -0.68 -0.32 0.12
C -6.018 -2.612 4.779 0.05 0.36 0.10
C -5.323 -1.976 5.971 -0.06 -0.11 -0.09
C -3.924 -1.602 5.583 0.03 -0.01 0.13
C -2.924 -1.576 6.531 0.09 0.08 -0.23
C -1.626 -1.228 6.172 0.02 0.07 -0.33
F -0.672 -1.235 7.119 -0.09 0.01 -0.06
C -1.313 -0.878 4.884 0.01 -0.04 0.32
C -2.315 -0.887 3.907 -0.06 0.00 0.13
C -1.967 -0.437 2.560 -0.59 -0.03 -0.10
O -0.824 0.023 2.327 0.31 0.12 -0.34
C -3.026 -0.544 1.608 0.64 -0.01 -0.31
C -4.257 -0.984 2.005 0.04 0.02 0.01
N -4.594 -1.327 3.257 0.10 0.10 -0.50
C -3.629 -1.278 4.243 0.81 0.14 0.35
C -2.880 -0.205 0.125 -1.02 -0.44 0.32
O -3.781 -0.543 -0.622 0.00 0.10 -0.05
O -1.827 0.432 -0.229 -0.06 0.39 0.02
H -7.687 -2.663 2.775 -0.07 -0.01 0.03
H -6.173 -3.090 1.979 0.05 -0.09 -0.06
H -6.963 -1.543 1.639 -0.03 0.00 -0.12
H -6.480 -0.716 3.880 0.06 -0.15 0.01
H -5.514 -3.543 4.512 -0.03 -0.07 -0.07
H -7.056 -2.840 5.020 -0.01 -0.02 -0.07
H -5.307 -2.660 6.820 0.02 0.05 0.02
H -5.863 -1.076 6.283 -0.06 -0.06 0.02
H -3.140 -1.824 7.558 -0.03 -0.06 0.12
H -0.313 -0.591 4.601 0.10 0.03 0.01
H -5.016 -1.039 1.239 -0.04 -0.04 0.02
N 3.735 0.869 -4.032 0.28 0.47 -0.09
C 1.730 1.625 -2.746 0.00 0.67 0.06
N 1.308 0.340 -2.114 -0.44 0.12 0.55
C 3.069 -1.165 -3.179 0.13 0.12 -0.14
C 2.956 -2.536 -3.193 0.20 0.00 -0.03
C 3.399 -3.235 -4.309 0.03 -0.22 0.07
C 3.950 -2.564 -5.386 0.07 0.01 0.01
C 4.102 -1.186 -5.368 0.01 0.12 -0.03
C 3.671 -0.493 -4.251 -0.17 -0.53 -0.01
H 4.547 1.368 -4.357 -0.02 -0.07 0.10
H 1.519 2.479 -2.078 0.10 -0.10 -0.09
H 2.533 -3.059 -2.351 -0.03 -0.03 0.06
H 3.310 -4.310 -4.330 -0.03 -0.11 -0.03
H 4.283 -3.116 -6.253 0.04 -0.08 -0.07
H 4.551 -0.662 -6.197 0.05 0.05 -0.14
F 2.301 1.334 0.852 -0.38 0.14 -0.03
B 3.782 1.190 1.327 -0.45 -0.25 -0.18
F 4.489 1.062 0.174 0.40 -0.07 -0.77
F 3.770 0.077 2.092 0.07 -0.65 0.50
F 4.086 2.315 2.003 0.08 0.83 0.42
C -2.880 5.593 -1.067 0.44 -0.68 0.18
Si -1.949 3.979 -1.526 -0.25 0.31 -0.92
C -3.204 2.685 -2.153 0.57 0.27 0.40
C -0.772 4.473 -2.959 -0.28 -0.32 0.68
Ge -0.626 3.200 0.376 -0.90 3.13 0.22
Si -2.079 3.527 2.301 -0.72 0.05 1.01
C -2.331 5.381 2.739 0.36 -0.58 -0.50
C -1.397 2.729 3.911 0.04 0.11 -0.69
C -3.849 2.856 1.985 0.76 0.07 -0.17
Si 1.364 4.557 0.959 0.56 0.29 0.04
C 0.927 6.422 0.943 -0.20 -0.80 -0.07
C 2.808 4.367 -0.282 -0.60 -0.19 0.44
C 1.810 4.055 2.745 -0.21 -0.01 -0.64
H -3.391 6.003 -1.932 -0.07 -0.05 -0.30
H -2.190 6.348 -0.705 0.18 0.17 0.10
H -3.622 5.423 -0.296 -0.18 -0.05 0.21
H -3.528 2.891 -3.169 0.02 0.23 -0.18
H -4.088 2.653 -1.524 -0.14 0.00 0.17
H -2.770 1.689 -2.137 0.05 -0.13 -0.01
H -1.269 5.132 -3.666 -0.23 0.14 -0.07
H -0.430 3.602 -3.510 0.02 -0.13 -0.01
H 0.101 4.997 -2.579 0.17 0.11 0.08
H -1.403 5.829 3.077 0.24 0.09 0.10
H -3.058 5.497 3.536 -0.19 -0.19 0.19
H -2.680 5.953 1.887 -0.09 0.15 -0.22
H -0.825 3.446 4.490 0.09 0.22 0.04
H -0.737 1.897 3.682 0.06 -0.09 0.05
H -2.189 2.350 4.551 -0.26 -0.02 0.02
H -4.314 3.373 1.152 -0.09 0.14 -0.20
H -4.488 2.985 2.855 0.01 0.12 0.25
H -3.832 1.800 1.738 -0.01 -0.12 -0.04
H 0.629 6.752 -0.046 -0.05 0.06 -0.27
H 1.786 7.012 1.246 0.29 0.01 0.08
H 0.114 6.644 1.624 -0.21 0.07 0.16
H 2.517 4.651 -1.291 -0.15 0.09 -0.12
H 3.181 3.350 -0.306 0.06 -0.20 0.00
H 3.639 5.001 0.013 0.10 0.18 0.16
H 1.218 4.600 3.475 -0.21 0.16 0.04
H 2.859 4.229 2.958 0.19 0.08 -0.06
H 1.634 2.992 2.893 0.03 -0.10 0.05
```
Positions in Å, forces in eV/Å.

Calculated values
* expectation value of S²: 0.75
* Kohn-Sham gap (alpha / beta): 6.845 / 5.245 eV
* multiplicity: 2



ORCA calculation (ωB97M-V with the def2-TZVPD basis set) on a 6-piece molecular cluster, CH13O5S overall at a distorted geometry.

Structure (XYZ):
```
20
Properties=species:S:1:pos:R:3:forces:R:3
C -0.372 0.059 -2.441 1.55 -0.86 -1.23
S 0.241 -1.304 -1.459 -0.06 -0.75 1.53
H -0.590 -0.509 -3.344 0.50 0.87 -0.88
H -1.294 0.521 -2.277 -1.54 0.76 1.33
H 0.427 0.816 -2.499 -0.52 -0.18 -0.76
H 2.048 0.027 -0.808 0.18 2.12 -0.02
H 1.561 1.476 -1.118 0.65 -0.41 0.39
O 2.333 1.021 -0.726 -0.81 -1.49 -0.30
H 0.405 2.185 3.713 2.06 1.33 0.17
H -0.456 1.362 2.893 -0.43 -0.91 -0.85
O -0.380 1.707 3.777 -1.63 -0.59 0.68
H -3.613 -0.603 1.055 -0.57 0.70 0.32
H -3.783 0.567 0.185 -0.09 0.41 -0.10
O -4.194 0.188 0.966 0.74 -1.08 -0.20
H -0.287 0.117 0.532 0.19 0.44 -1.01
H -0.334 -1.032 1.377 -0.78 1.83 0.42
O -0.633 -0.063 1.405 0.50 -2.20 0.60
H 3.454 -1.821 0.131 -0.44 -1.07 -1.05
H 2.278 -2.199 -0.832 1.30 -0.36 0.23
O 3.188 -2.516 -0.530 -0.79 1.44 0.75
```
Positions in Å, forces in eV/Å.

Calculated values
* charge: -1
* Kohn-Sham gap: 7.330 eV